No. 1
# C20H21FN6O3

A molecular structure, C20H21FN6O3 (ωB97M-V/def2-TZVPD, the OMol25 dataset).

For the orbital gap, the calculation gives 7.57 eV. For the total energy, the calculation gives -38865.628 eV.

```
! wB97M-V def2-TZVPD RIJCOSX def2/J DEFGRID3
* xyz 0 1
C -1.85 -3.65 -0.09
H -1.20 -3.98 0.70
O -2.03 -2.20 -0.02
C -2.75 -1.70 -1.13
C -4.26 -2.20 -1.43
H -4.76 -1.45 -1.99
H -4.48 -3.17 -1.46
C -5.10 -1.85 -0.09
N -5.01 -0.52 0.49
C -5.83 0.37 0.36
O -7.00 0.46 -0.15
C -5.56 1.88 0.86
N -4.11 1.98 0.47
N -3.83 3.35 -0.03
N -2.59 3.26 -0.39
C -2.15 2.11 0.40
N -3.03 1.26 0.87
C -0.73 1.71 0.33
C 0.37 2.76 -0.31
C 1.57 2.36 -0.16
C 1.95 1.05 0.08
C 0.93 0.26 0.81
C -0.29 0.62 0.75
H -1.08 -0.14 1.24
H 1.35 -0.64 0.76
N 3.41 0.66 0.16
C 4.45 1.13 -0.22
O 4.47 2.61 -0.71
C 5.66 0.53 0.03
C 6.04 -0.52 0.86
C 7.26 -0.96 0.81
C 8.24 -0.65 -0.09
C 8.06 0.46 -0.82
C 6.76 0.88 -0.91
H 6.56 1.77 -1.55
H 8.87 0.98 -1.44
H 9.27 -1.08 -0.08
H 7.40 -1.86 1.83
F 5.03 -0.91 1.64
H 3.34 -0.17 0.63
H 2.41 2.93 -0.50
H -0.20 3.70 -0.35
H -6.24 2.51 0.63
H -5.57 1.58 2.08
H -4.16 -0.22 0.88
H -4.54 -2.64 0.76
H -6.05 -2.17 -0.11
H -2.13 -2.06 -1.99
H -2.67 -0.50 -1.03
H -2.94 -4.19 -0.22
H -1.26 -3.76 -1.12
*
```

***

No. 2
# H6O3

3 unconnected molecules or ions with the total composition H6O3 (ωB97M-V/def2-TZVPD, the OMol25 dataset).

As for the SMILES: O.O.O. For the orbital gap, the calculation gives 10.79 eV. For the total energy, the calculation gives -6239.668 eV.

```
! wB97M-V def2-TZVPD RIJCOSX def2/J DEFGRID3
* xyz 0 1
O 1.27 -0.03 -1.56
H 1.13 -0.54 -0.75
H 0.98 0.88 -1.44
O -1.49 0.56 0.15
H -2.41 0.49 0.18
H -1.16 1.41 0.47
O 0.94 -0.82 0.90
H 0.65 -1.61 1.35
H 0.09 -0.34 0.71
*
```

***

No. 3
# C17H15N3O2S

C17H15N3O2S in the gas phase (ωB97M-V/def2-TZVPD, the OMol25 dataset).

As for the SMILES: [H]/N=C(\CSc1nc(-c2ccccc2)c(-c2ccccc2)o1)NO. For the orbital gap, the calculation gives 8.17 eV. For the total energy, the calculation gives -37270.520 eV.

```
! wB97M-V def2-TZVPD RIJCOSX def2/J DEFGRID3
* xyz 0 1
N 0.21 -0.52 0.93
N 2.29 -1.54 5.49
O -1.79 0.48 0.84
O 0.42 -1.39 7.39
S -0.96 -0.54 3.33
C -0.86 -0.18 1.60
C 1.11 -1.24 5.05
C -0.01 -0.12 -0.38
C -1.27 0.45 -0.42
C 3.23 -0.55 -3.21
C -3.58 1.95 -3.74
C 3.15 -1.40 -2.10
C 2.26 0.44 -3.42
C -3.72 2.52 -2.45
C -2.65 0.94 -3.94
C 2.10 -1.24 -1.15
C 1.22 0.58 -2.50
C -2.96 2.03 -1.39
C -1.93 0.38 -2.86
C 1.08 -0.27 -1.38
C -2.06 0.96 -1.57
N 0.14 -1.18 6.02
C 0.83 -0.87 3.61
H 3.09 -1.66 4.86
H 1.42 -1.47 7.50
H 4.06 -0.65 -3.89
H -4.15 2.38 -4.54
H 3.92 -2.15 -1.97
H 2.36 1.14 -4.25
H -4.41 3.35 -2.29
H -2.52 0.45 -4.91
H 2.04 -1.89 -0.26
H 0.54 1.40 -2.67
H -3.08 2.46 -0.38
H -1.28 -0.47 -3.02
H -0.78 -0.87 5.74
H 1.13 -1.71 2.97
H 1.42 0.03 3.36
*
```

***

No. 4
# C36H60O26S2

10 unconnected molecules or ions with the total composition C36H60O26S2 (ωB97M-V/def2-TZVPD, the OMol25 dataset).

As for the expectation value of S²: 0.7507. For the orbital gap (alpha / beta), the calculation gives 2.12 / 9.15 eV. For the total energy, the calculation gives -113208.219 eV.

```
! wB97M-V def2-TZVPD RIJCOSX def2/J DEFGRID3
* xyz -1 2
C -0.16 0.53 -0.63
C -1.22 1.19 0.27
C -2.29 2.05 -0.50
O -3.47 1.56 0.18
C -3.28 0.42 0.78
O -4.13 -0.23 1.39
O -1.98 0.15 0.72
H 0.43 1.23 -1.22
H -0.71 -0.12 -1.31
H 0.50 -0.03 0.04
H -0.81 1.77 1.10
H -2.41 1.82 -1.56
H -2.13 3.13 -0.42
C 3.25 2.65 -0.03
C 4.77 2.87 0.09
C 5.09 4.31 -0.10
O 5.68 4.71 1.04
C 6.02 3.64 1.79
O 6.71 3.72 2.78
O 5.31 2.56 1.32
H 2.92 2.69 -1.07
H 2.68 3.45 0.45
H 3.13 1.61 0.26
H 5.23 2.27 -0.70
H 4.14 4.81 -0.32
H 5.76 4.58 -0.91
C 5.65 -2.16 1.56
C 4.69 -1.59 2.60
C 4.93 -0.17 3.12
O 3.67 0.37 3.12
C 2.84 -0.37 2.38
O 1.69 -0.14 2.24
O 3.46 -1.43 1.88
H 6.58 -2.47 2.04
H 5.91 -1.47 0.75
H 5.20 -3.08 1.18
H 4.56 -2.33 3.39
H 5.52 0.45 2.45
H 5.45 -0.33 4.06
C 3.03 3.22 4.98
C 2.78 3.54 3.48
C 1.32 3.41 3.04
O 1.01 4.75 2.60
C 2.15 5.53 2.67
O 2.19 6.65 2.24
O 3.15 4.84 3.28
H 4.07 3.23 5.33
H 2.65 2.32 5.44
H 2.59 4.05 5.53
H 3.43 2.92 2.86
H 0.68 3.25 3.91
H 1.28 2.69 2.22
C -0.97 -4.08 -2.87
C -0.60 -2.79 -3.68
C -1.29 -2.75 -5.08
O -2.07 -1.58 -5.03
C -1.87 -1.02 -3.82
O -2.24 0.10 -3.57
O -1.25 -1.80 -3.00
H -0.78 -3.92 -1.81
H -0.37 -4.93 -3.17
H -2.01 -4.34 -3.07
H 0.48 -2.71 -3.81
H -1.95 -3.60 -5.22
H -0.57 -2.73 -5.90
C -6.59 -2.72 3.82
C -6.50 -1.24 3.62
C -7.60 -0.71 2.71
O -8.27 0.27 3.62
C -7.79 0.22 4.81
O -8.20 0.92 5.73
O -6.74 -0.68 4.85
H -6.01 -2.91 4.72
H -6.31 -3.33 2.96
H -7.59 -3.08 4.05
H -5.52 -0.93 3.25
H -8.34 -1.46 2.41
H -7.10 -0.18 1.91
C 0.56 -3.30 2.04
C -0.74 -2.45 1.98
C -1.64 -2.88 0.78
O -2.92 -2.96 1.47
C -2.77 -3.03 2.78
O -3.74 -3.24 3.51
O -1.48 -2.82 3.14
H 1.18 -3.16 1.15
H 0.22 -4.33 2.10
H 1.11 -3.15 2.96
H -0.42 -1.41 2.00
H -1.44 -3.87 0.35
H -1.52 -2.12 0.01
C 1.04 2.25 -3.80
C 1.62 1.41 -4.98
C 2.07 0.08 -4.60
O 1.65 -0.76 -5.62
C 0.68 -0.16 -6.29
O 0.12 -0.65 -7.30
O 0.55 1.18 -5.90
H 0.12 1.82 -3.41
H 0.80 3.28 -4.08
H 1.83 2.48 -3.08
H 2.42 1.94 -5.50
H 1.58 -0.07 -3.63
H 3.15 0.02 -4.50
C -5.27 -0.05 -2.70
S -7.13 -0.09 -2.56
O -7.74 -1.50 -2.71
C -7.18 0.23 -0.77
H -4.82 -0.54 -1.83
H -5.01 1.00 -2.85
H -5.01 -0.58 -3.61
H -8.16 0.02 -0.34
H -6.72 1.18 -0.49
H -6.51 -0.44 -0.23
C 4.75 -1.70 -3.34
S 4.39 -0.71 -1.84
O 3.94 0.60 -2.43
C 2.83 -1.60 -1.29
H 5.40 -2.55 -3.12
H 5.31 -1.18 -4.12
H 3.91 -2.05 -3.96
H 2.18 -1.60 -2.17
H 2.27 -0.99 -0.58
H 3.08 -2.57 -0.87
*
```

***

No. 5
# C3H5NO

2 unconnected molecules or ions with the total composition C3H5NO (ωB97M-V/def2-TZVPD, the OMol25 dataset).

For the orbital gap, the calculation gives 9.46 eV. For the total energy, the calculation gives -6724.529 eV.

```
! wB97M-V def2-TZVPD RIJCOSX def2/J DEFGRID3
* xyz 0 1
C -0.23 1.12 0.88
C 0.56 -0.82 -1.29
C -0.51 -0.69 -0.35
N -0.38 0.79 2.04
O -0.74 -0.43 -1.70
H 0.29 1.87 0.34
H 1.39 -0.17 -1.34
H 0.84 -1.75 -1.55
H -0.87 -1.52 0.26
H -0.36 1.60 2.72
*
```

***

No. 6
# C3H4N2O

C3H4N2O in the gas phase (ωB97M-V/def2-TZVPD, the OMol25 dataset).

As for the SMILES: [H]/N=c1/cc[nH]o1. For the orbital gap, the calculation gives 9.54 eV. For the total energy, the calculation gives -8201.145 eV.

```
! wB97M-V def2-TZVPD RIJCOSX def2/J DEFGRID3
* xyz 0 1
C -0.11 -0.66 0.69
C 0.47 -0.65 -0.64
C 0.26 0.55 -1.15
H -0.64 -1.26 2.44
H 0.77 -1.55 -1.26
H 0.54 0.86 -2.14
H 0.00 2.27 -0.07
N -0.22 -1.58 1.57
N -0.40 1.40 -0.31
O -0.67 0.61 0.87
*
```

***

No. 7
# C39H37BKN9S

A molecular structure, C39H37BKN9S (ωB97M-V/def2-TZVPD, the OMol25 dataset).

For the orbital gap, the calculation gives 8.08 eV. For the total energy, the calculation gives -82295.634 eV.

```
! wB97M-V def2-TZVPD RIJCOSX def2/J DEFGRID3
* xyz 0 1
K -0.03 -0.05 0.18
C -3.89 -3.73 1.89
C -2.97 -3.23 0.82
C -2.79 -3.77 -0.44
C -1.85 -2.93 -1.05
N -1.48 -1.95 -0.24
N -2.18 -2.14 0.92
B -2.14 -1.18 2.16
N -2.65 0.27 1.82
N -2.06 1.12 0.93
C -2.80 2.21 0.91
C -3.89 2.10 1.79
C -3.76 0.85 2.34
C -4.65 0.19 3.35
C -2.41 3.37 0.07
C -2.98 4.62 0.30
C -2.62 5.73 -0.46
C -1.68 5.60 -1.47
C -1.10 4.36 -1.72
C -1.47 3.26 -0.95
N -0.79 -1.20 2.96
N 0.42 -0.73 2.52
C 1.28 -0.97 3.52
C 0.63 -1.58 4.60
C -0.67 -1.72 4.20
C -1.79 -2.33 4.99
C 2.71 -0.62 3.43
C 3.30 -0.25 2.22
C 4.65 0.06 2.16
C 5.44 0.01 3.30
C 4.86 -0.37 4.50
C 3.51 -0.68 4.57
C -1.28 -3.04 -2.42
C -0.44 -2.06 -2.94
C 0.09 -2.19 -4.22
C -0.21 -3.30 -5.00
C -1.05 -4.28 -4.49
C -1.58 -4.15 -3.21
H -4.39 -4.62 1.54
H -4.65 -2.99 2.15
H -3.35 -3.98 2.80
H -3.28 -4.64 -0.83
H -2.95 -1.62 2.92
H -4.68 2.80 1.98
H -5.45 0.89 3.62
H -4.12 -0.08 4.26
H -5.11 -0.71 2.95
H -3.70 4.74 1.10
H -3.08 6.69 -0.26
H -1.40 6.46 -2.07
H -0.37 4.24 -2.50
H -0.99 2.31 -1.16
H 1.04 -1.90 5.54
H -1.41 -2.64 5.96
H -2.22 -3.21 4.50
H -2.61 -1.63 5.16
H 2.70 -0.23 1.32
H 5.09 0.34 1.21
H 6.49 0.25 3.24
H 5.47 -0.42 5.40
H 3.08 -0.97 5.51
H -0.19 -1.19 -2.36
H 0.75 -1.41 -4.59
H 0.20 -3.39 -5.99
H -1.29 -5.15 -5.08
H -2.22 -4.93 -2.82
C 5.16 -1.53 -2.27
N 4.88 -0.18 -1.80
C 5.81 0.84 -1.77
C 5.19 1.93 -1.29
N 3.86 1.57 -1.03
C 3.66 0.23 -1.37
S 2.31 -0.76 -1.35
C 2.98 2.42 -0.27
C 3.40 3.69 0.10
C 2.56 4.44 0.90
C 1.35 3.92 1.32
C 1.03 2.65 0.88
N 1.81 1.92 0.08
H 6.22 -1.57 -2.51
H 4.56 -1.77 -3.14
H 4.93 -2.25 -1.49
H 6.82 0.71 -2.10
H 5.57 2.91 -1.13
H 4.35 4.10 -0.21
H 2.86 5.44 1.20
H 0.67 4.47 1.96
H 0.10 2.17 1.19
*
```

***

No. 8
# C32H57FeN2O2P2

A molecular structure, C32H57FeN2O2P2 (ωB97M-V/def2-TZVPD, the OMol25 dataset).

As for the expectation value of S²: 6.0914. For the orbital gap (alpha / beta), the calculation gives 5.63 / 6.50 eV. For the total energy, the calculation gives -94141.640 eV.

```
! wB97M-V def2-TZVPD RIJCOSX def2/J DEFGRID3
* xyz 1 5
C 0.47 2.89 -0.21
C -0.95 2.40 1.63
C 0.32 4.26 -0.01
C -1.00 3.79 1.93
C -0.39 4.72 1.11
H 0.80 4.93 -0.71
H -1.58 4.07 2.80
H -0.46 5.79 1.30
N -0.15 1.98 0.58
P 2.11 0.74 -0.87
P -1.89 -0.21 1.65
C 1.35 2.36 -1.34
H 0.75 2.22 -2.25
H 2.14 3.09 -1.59
C -1.72 1.43 2.31
H -2.25 1.74 3.21
C -3.55 -0.18 0.65
C -2.19 -1.31 3.20
C 2.66 -0.16 -2.48
C 3.63 1.34 0.09
C -3.59 -1.43 -0.23
H -3.61 -2.36 0.36
H -4.49 -1.40 -0.85
H -2.72 -1.48 -0.90
C -4.76 -0.13 1.58
H -4.90 -1.04 2.17
H -4.72 0.74 2.26
H -5.67 -0.01 0.97
C -3.59 1.08 -0.22
H -4.53 1.08 -0.79
H -3.56 2.00 0.38
H -2.77 1.11 -0.94
C -2.75 -2.67 2.76
H -2.15 -3.10 1.94
H -2.69 -3.37 3.61
H -3.80 -2.63 2.45
C -0.86 -1.54 3.92
H -0.16 -2.13 3.32
H -0.36 -0.61 4.21
H -1.05 -2.13 4.84
C -3.11 -0.64 4.23
H -4.12 -0.44 3.87
H -3.20 -1.33 5.08
H -2.68 0.30 4.59
C 4.32 0.09 0.65
H 5.19 0.39 1.24
H 3.64 -0.45 1.32
H 4.66 -0.61 -0.13
C 3.20 2.22 1.28
H 2.83 3.21 0.96
H 2.45 1.74 1.91
H 4.09 2.39 1.91
C 4.60 2.18 -0.76
H 5.27 2.73 -0.08
H 5.24 1.57 -1.40
H 4.09 2.92 -1.38
C 1.89 0.44 -3.66
H 2.15 1.49 -3.84
H 2.12 -0.13 -4.57
H 0.81 0.37 -3.50
C 2.29 -1.64 -2.30
H 1.21 -1.78 -2.18
H 2.61 -2.20 -3.19
H 2.80 -2.08 -1.43
C 4.15 -0.07 -2.83
H 4.46 0.95 -3.08
H 4.81 -0.48 -2.06
H 4.31 -0.67 -3.74
Fe 0.01 0.05 0.17
C 1.06 -0.68 1.72
O 1.56 -0.10 2.68
N -0.74 -0.26 -1.53
C -1.28 -0.15 -2.57
C -2.10 -0.25 -3.84
C -3.37 0.58 -3.66
C -1.29 0.29 -5.02
C -2.44 -1.73 -4.06
H -4.00 0.17 -2.87
H -3.11 1.62 -3.41
H -3.96 0.60 -4.59
H -0.42 -0.35 -5.22
H -1.90 0.32 -5.93
H -0.96 1.31 -4.82
H -3.00 -1.86 -5.00
H -1.52 -2.32 -4.14
H -3.05 -2.12 -3.24
C 2.82 -3.93 1.74
C 2.21 -2.75 2.35
C 2.34 -2.50 3.75
O 1.43 -2.08 1.54
H 3.31 -4.50 2.54
H 3.59 -3.66 1.00
H 2.09 -4.59 1.25
H 1.95 -1.55 4.11
H 1.85 -3.31 4.31
H 3.42 -2.59 3.98
*
```

***

Repeat the eighth record exactly.
# C32H57FeN2O2P2

A molecular structure, C32H57FeN2O2P2 (ωB97M-V/def2-TZVPD, the OMol25 dataset).

As for the expectation value of S²: 6.0914. For the orbital gap (alpha / beta), the calculation gives 5.63 / 6.50 eV. For the total energy, the calculation gives -94141.640 eV.

```
! wB97M-V def2-TZVPD RIJCOSX def2/J DEFGRID3
* xyz 1 5
C 0.47 2.89 -0.21
C -0.95 2.40 1.63
C 0.32 4.26 -0.01
C -1.00 3.79 1.93
C -0.39 4.72 1.11
H 0.80 4.93 -0.71
H -1.58 4.07 2.80
H -0.46 5.79 1.30
N -0.15 1.98 0.58
P 2.11 0.74 -0.87
P -1.89 -0.21 1.65
C 1.35 2.36 -1.34
H 0.75 2.22 -2.25
H 2.14 3.09 -1.59
C -1.72 1.43 2.31
H -2.25 1.74 3.21
C -3.55 -0.18 0.65
C -2.19 -1.31 3.20
C 2.66 -0.16 -2.48
C 3.63 1.34 0.09
C -3.59 -1.43 -0.23
H -3.61 -2.36 0.36
H -4.49 -1.40 -0.85
H -2.72 -1.48 -0.90
C -4.76 -0.13 1.58
H -4.90 -1.04 2.17
H -4.72 0.74 2.26
H -5.67 -0.01 0.97
C -3.59 1.08 -0.22
H -4.53 1.08 -0.79
H -3.56 2.00 0.38
H -2.77 1.11 -0.94
C -2.75 -2.67 2.76
H -2.15 -3.10 1.94
H -2.69 -3.37 3.61
H -3.80 -2.63 2.45
C -0.86 -1.54 3.92
H -0.16 -2.13 3.32
H -0.36 -0.61 4.21
H -1.05 -2.13 4.84
C -3.11 -0.64 4.23
H -4.12 -0.44 3.87
H -3.20 -1.33 5.08
H -2.68 0.30 4.59
C 4.32 0.09 0.65
H 5.19 0.39 1.24
H 3.64 -0.45 1.32
H 4.66 -0.61 -0.13
C 3.20 2.22 1.28
H 2.83 3.21 0.96
H 2.45 1.74 1.91
H 4.09 2.39 1.91
C 4.60 2.18 -0.76
H 5.27 2.73 -0.08
H 5.24 1.57 -1.40
H 4.09 2.92 -1.38
C 1.89 0.44 -3.66
H 2.15 1.49 -3.84
H 2.12 -0.13 -4.57
H 0.81 0.37 -3.50
C 2.29 -1.64 -2.30
H 1.21 -1.78 -2.18
H 2.61 -2.20 -3.19
H 2.80 -2.08 -1.43
C 4.15 -0.07 -2.83
H 4.46 0.95 -3.08
H 4.81 -0.48 -2.06
H 4.31 -0.67 -3.74
Fe 0.01 0.05 0.17
C 1.06 -0.68 1.72
O 1.56 -0.10 2.68
N -0.74 -0.26 -1.53
C -1.28 -0.15 -2.57
C -2.10 -0.25 -3.84
C -3.37 0.58 -3.66
C -1.29 0.29 -5.02
C -2.44 -1.73 -4.06
H -4.00 0.17 -2.87
H -3.11 1.62 -3.41
H -3.96 0.60 -4.59
H -0.42 -0.35 -5.22
H -1.90 0.32 -5.93
H -0.96 1.31 -4.82
H -3.00 -1.86 -5.00
H -1.52 -2.32 -4.14
H -3.05 -2.12 -3.24
C 2.82 -3.93 1.74
C 2.21 -2.75 2.35
C 2.34 -2.50 3.75
O 1.43 -2.08 1.54
H 3.31 -4.50 2.54
H 3.59 -3.66 1.00
H 2.09 -4.59 1.25
H 1.95 -1.55 4.11
H 1.85 -3.31 4.31
H 3.42 -2.59 3.98
*
```